No. 1
Formula: C12H26N2P2Zn
Source: OMol25
Level of theory: ωB97M-V/def2-TZVPD

The calculation puts the LUMO energy at -0.369 eV. For the HOMO energy, the calculation gives -5.39 eV. The value obtained for the energy is -82836.6948 eV. The value obtained for the strongest force on any atom is 0.0748 hartree/bohr. The value obtained for the gap between HOMO and LUMO is 5.03 eV.

```
43
Properties=species:S:1:pos:R:3:mulliken_charge:R:1
Zn 0.9734 -0.3606 -0.8048 0.1292
H -3.1005 2.3584 -1.2720 -0.1008
H -2.7022 3.0222 -1.3170 0.0997
P -0.7627 -1.3609 -2.0003 0.9151
P 1.9728 1.6289 -0.2292 0.8202
C 2.9252 1.3306 1.3102 -1.3563
H 3.6373 2.1479 1.4974 0.4090
H 2.2283 1.2586 2.1524 0.2788
H 3.4669 0.3799 1.2378 0.3426
C 3.2982 2.1240 -1.4113 -1.2072
H 2.8593 2.5190 -2.3397 0.3502
H 3.8948 2.8977 -0.9143 0.3842
H 3.9362 1.2716 -1.6900 0.3408
C 1.2302 3.2478 0.1870 -1.1487
H 0.5805 3.1672 1.0673 0.3325
H 2.0112 3.9944 0.4053 0.3713
H 0.6216 3.6182 -0.6470 0.3403
C -0.1996 -2.0242 -3.6302 -1.2392
H -0.9626 -2.7240 -4.0014 0.3877
H -0.0703 -1.1869 -4.3323 0.3562
H 0.7744 -2.5280 -3.5361 0.3345
C -1.1672 -2.9732 -1.1643 -1.3685
H -1.7558 -2.7967 -0.2537 0.2898
H -1.7527 -3.6370 -1.8270 0.4019
H -0.2564 -3.5069 -0.8585 0.3161
C -2.4970 -0.9053 -2.3990 -1.1520
H -2.5019 0.0431 -2.9493 0.3603
H -2.9979 -1.6728 -3.0155 0.3599
H -3.0858 -0.7583 -1.4840 0.3311
H 0.2084 0.4322 -1.9245 -0.1947
H 2.1459 -1.5006 -0.7811 -0.3560
N -3.8779 1.0271 4.4294 -0.4737
C -2.9084 0.6288 3.8922 -0.1311
C -1.7410 0.0156 3.3107 0.4032
C -1.2266 -1.1063 4.0030 -0.1492
C -0.1526 -1.8003 3.4697 -0.7458
C 0.3455 -1.3706 2.2092 -0.2532
N -0.0801 -0.2448 1.6219 0.1030
C -1.2053 0.3540 2.0573 -0.5694
H -1.7532 -1.4250 4.9062 0.4409
H 0.2782 -2.6601 3.9975 0.3950
H 1.0678 -1.9804 1.6290 0.2832
H -1.6984 1.0557 1.3987 0.5690
```

---

No. 2
Formula: C12H26N3O2
Source: OMol25
Level of theory: ωB97M-V/def2-TZVPD

The calculation puts the LUMO energy at -3.126 eV. For the HOMO energy, the calculation gives -12.16 eV. The value obtained for the energy is -21423.2442 eV. The value obtained for the strongest force on any atom is 0.0653 hartree/bohr. As for the net charge: +1. The value obtained for the gap between HOMO and LUMO is 9.04 eV.

```
43
Properties=species:S:1:pos:R:3:mulliken_charge:R:1
C 3.8369 -1.0432 3.1128 -0.7344
C 4.7326 -0.8754 1.8025 -0.2712
O 4.1755 0.2116 1.0553 -0.3501
C 3.5241 -0.1869 -0.1405 -0.6549
C 1.9547 0.0970 -0.0673 -0.3760
C 1.1557 -1.1538 0.3777 0.2118
C 1.5925 -2.5236 0.2959 -0.3856
N 0.5948 -3.3385 0.8274 -0.0749
C -0.4466 -2.5565 1.2401 -0.2335
N -0.1162 -1.2704 0.9564 0.1200
C -1.0546 -0.1549 1.2638 -0.5965
N -0.9758 0.1246 2.7309 -0.6115
H 4.2108 -1.8503 3.7875 0.3603
H 2.7937 -1.2413 2.7353 0.0318
H 3.8784 -0.0397 3.6188 0.2604
H 4.8240 -1.8392 1.2428 0.2429
H 5.7632 -0.6317 2.1853 0.3072
H 3.8941 0.5060 -0.9511 0.3359
H 3.7608 -1.2188 -0.4947 0.2795
H 1.8306 0.8750 0.7328 0.3080
H 1.5941 0.5573 -1.0214 0.5063
H 2.5621 -2.8559 -0.1141 0.3637
H 0.6992 -4.3493 0.8686 0.2459
H -1.3648 -2.9558 1.7105 0.4230
H -0.8560 0.7830 0.6989 0.3710
H -2.1172 -0.4764 1.0959 0.3303
H -1.0048 -0.7694 3.2386 0.2857
H -0.0025 0.4382 2.8640 0.3073
C -1.8387 2.0940 -3.5101 -1.1483
C -2.3439 0.9810 -2.6081 -0.2899
O -2.7534 1.4299 -1.3236 -0.3588
C -3.8133 2.3799 -1.2953 -0.3552
C -5.1004 1.8741 -1.9221 -1.0628
H -1.0020 2.6172 -3.0396 0.3089
H -1.5050 1.6858 -4.4661 0.4007
H -2.6120 2.8345 -3.7161 0.2901
H -1.5330 0.2670 -2.4411 0.2919
H -3.1526 0.4227 -3.0896 0.3265
H -3.4918 3.3174 -1.7596 0.2915
H -3.9967 2.6051 -0.2425 0.3462
H -4.9760 1.6395 -2.9804 0.2717
H -5.8844 2.6279 -1.8363 0.3901
H -5.4359 0.9625 -1.4221 0.2951
```

---

No. 3
Formula: C12H26N4O3S2Te4Zn
Source: OMol25
Level of theory: ωB97M-V/def2-TZVPD

The calculation puts the LUMO energy at -0.097 eV. For the HOMO energy, the calculation gives -6.28 eV. The value obtained for the energy is -124229.1600 eV. The value obtained for the strongest force on any atom is 0.0055 hartree/bohr. The value obtained for the gap between HOMO and LUMO is 6.18 eV.

```
52
Properties=species:S:1:pos:R:3:mulliken_charge:R:1
Zn -0.0563 0.5067 -0.1223 0.8143
Te 0.0838 -0.3521 2.3974 -0.3156
Te 4.1897 -3.0349 1.5196 -0.1013
Te -0.3576 -5.1757 0.2503 -0.2362
Te 0.5149 -1.5606 -1.5428 -0.2351
C -3.1475 -2.5832 -1.0079 -1.0816
S -2.4418 -1.5844 0.2929 0.7592
C -3.8159 -1.6756 1.4356 -1.1956
O -2.4795 -0.1569 -0.2307 -0.4283
H -3.2986 -3.5896 -0.6175 0.3540
H -2.4092 -2.6173 -1.8061 0.2108
H -4.0804 -2.1304 -1.3436 0.4199
H -3.9219 -2.7104 1.7637 0.4062
H -4.7241 -1.3191 0.9502 0.3843
H -3.5560 -1.0451 2.2836 0.3057
C 5.2325 1.5527 1.6521 -1.0632
N 4.1077 0.9879 0.9399 0.1081
C 3.0238 1.6776 0.5425 0.4322
N 3.0265 3.0287 0.7476 -0.3874
O 2.0482 1.1129 0.0360 -0.4387
H 5.9105 0.7426 1.9059 0.3173
H 4.9249 2.0442 2.5786 0.3452
H 5.7861 2.2640 1.0331 0.3270
H 4.0341 -0.0193 0.8999 -0.0901
H 3.8883 3.5186 0.9089 0.1891
H 2.2970 3.5269 0.2678 0.2395
C 2.7083 -3.9651 -0.9614 -1.0879
N 2.3331 -3.3824 0.3452 -0.0318
C 1.4209 -4.2597 1.1543 -0.7068
C 0.7088 -3.2898 1.9562 -0.3362
N 0.8272 -2.0796 1.4984 0.3216
C 1.6277 -2.0586 0.2812 0.3596
H 3.2609 -4.8810 -0.7684 0.3378
H 3.3441 -3.2577 -1.4870 0.3524
H 1.8059 -4.1875 -1.5303 0.3910
H 1.9886 -5.0136 1.6854 0.4873
H 0.1602 -3.5130 2.8581 0.4685
H 2.3589 -1.2632 0.3477 -0.6062
O -0.8039 2.3395 -0.4422 -0.7119
S -2.2828 2.6161 -0.1473 0.4706
C -3.1431 2.2424 -1.7071 -0.5191
C -3.3723 3.5512 -2.4677 -0.6779
C -2.3486 4.5606 -1.9518 -0.5482
C -2.3787 4.3923 -0.4396 -0.7827
H -4.0464 1.6862 -1.4657 0.4252
H -2.4570 1.5582 -2.2049 0.2459
H -4.3797 3.9226 -2.2681 0.3162
H -3.2906 3.3909 -3.5420 0.3271
H -2.5862 5.5819 -2.2475 0.3934
H -1.3509 4.3218 -2.3237 0.2346
H -3.3277 4.7284 -0.0122 0.4040
H -1.5558 4.8507 0.1058 0.4338
```

---

No. 4
Formula: C12H26N6O3
Source: OMol25
Level of theory: ωB97M-V/def2-TZVPD

The calculation puts the LUMO energy at 0.245 eV. For the HOMO energy, the calculation gives -8.67 eV. The value obtained for the energy is -27940.0390 eV. The value obtained for the strongest force on any atom is 0.1308 hartree/bohr. The value obtained for the gap between HOMO and LUMO is 8.91 eV.

```
47
Properties=species:S:1:pos:R:3:mulliken_charge:R:1
C -2.0295 -1.3753 -1.3092 0.0044
C -0.4499 -1.1940 -1.8561 0.4639
C -2.2386 -2.1313 0.0104 0.1598
C -1.3787 -3.4513 0.0457 -0.4882
C -1.3060 -4.2558 1.4258 -0.7995
C -2.9224 -4.5590 1.6565 -0.6826
C -0.2484 0.8349 -0.3675 0.8881
C -0.1076 2.3948 -0.6334 0.1039
C 0.0698 0.7094 1.0935 -1.1043
C 1.4665 1.0808 1.5050 -0.3171
C 1.6120 2.5082 2.1420 -1.1555
C 3.4084 3.5879 0.8340 0.6150
H -3.2650 -3.2844 -1.6935 0.3533
H -1.7942 -2.2297 -3.0323 0.4261
H -2.3555 -0.2961 -1.3126 0.4771
H -3.3129 -1.9757 0.7210 -0.0826
H -1.5579 -1.5661 0.8302 -0.5533
H -0.4234 -3.1002 -0.2148 0.4278
H -1.5915 -4.3951 -0.7236 0.3996
H -0.8997 -3.5969 2.2456 0.3069
H -0.7734 -5.2417 1.3361 0.3092
H -3.6116 -3.7790 1.9707 0.3031
H -2.9872 -5.2315 2.4564 0.3485
H -3.6998 -4.2808 -0.1443 0.3726
H -2.3471 -5.8795 0.1334 0.3383
H 1.1925 0.1019 -1.6860 0.3274
H -1.3833 0.6271 -0.3874 -0.5407
H -0.1995 -0.1469 1.7251 0.3577
H -0.6217 1.5505 1.4609 0.3792
H 2.0331 1.1410 0.4220 0.1341
H 1.9993 0.3145 2.0822 0.5467
H 1.5733 2.2796 3.2370 0.2828
H 0.7973 3.1253 1.8263 0.5619
H 3.8056 2.5200 2.4201 0.2520
H 1.7871 4.3498 0.7727 0.3132
H 5.1034 4.0229 -0.2786 0.2935
H 5.4066 2.9502 1.0515 0.2127
H 1.3783 3.5322 -0.9853 0.4706
N -2.8421 -2.2949 -2.2657 -0.8697
N -3.2596 -5.2667 0.4373 -0.6076
N 0.1746 -0.0240 -1.4157 0.1524
N 2.9147 2.9673 1.9755 -0.2279
N 2.6547 4.2802 0.1196 -0.9140
N 4.6189 3.3253 0.3400 -0.5148
O -0.1437 -1.7429 -2.9826 -0.7180
O -0.9302 3.2730 -0.3328 -0.5922
O 1.1569 2.5553 -1.1657 -0.4135
```

---

Question: Look up the strongest force on any atom of the second one.
Answer: 0.0653 hartree/bohr

---

Question: gap between HOMO and LUMO of number 4 (C12H26N6O3)?
Answer: 8.91 eV